Molecular formula: C32H30BiCl3N6O3S
Method: DFT, ωB97M-V with the def2-TZVPD basis set

Each line ends with the natural charge from an NBO analysis.
Cartesian coordinates (Å):
1 Bi -1.616 -0.952 0.286  1.62
2 Cl -4.461 1.085 -3.093  -0.02
3 Cl -7.252 0.531 -3.608  -0.04
4 Cl -5.313 -1.596 -3.722  -0.04
5 S -0.327 0.696 -2.824  -0.25
6 O 1.433 -1.088 -0.492  -0.55
7 O -4.917 -0.924 -0.782  -0.74
8 O -7.040 -0.096 -0.792  -0.70
9 N -0.529 -1.517 2.107  -0.57
10 N -0.751 -2.686 2.788  -0.40
11 N -0.581 0.954 1.095  -0.77
12 N 2.252 0.185 -2.250  -0.56
13 N 1.718 2.374 -2.579  -0.42
14 N -2.530 -2.920 1.288  -0.67
15 C -2.340 -4.426 3.174  -0.27
16 C -5.944 -0.420 -1.226  0.78
17 C 2.264 -0.872 -1.528  0.65
18 C -5.766 -0.101 -2.869  -0.23
19 C -1.827 -3.323 2.408  0.31
20 C -2.332 2.401 0.303  -0.32
21 C -4.297 -4.445 1.763  -0.41
22 C 3.421 -3.004 -0.959  -0.18
23 C -1.487 1.963 1.342  0.27
24 C -3.350 3.305 0.544  -0.18
25 C 3.142 2.642 -2.480  -0.21
26 C 0.456 4.143 -1.375  -0.62
27 C 0.434 0.638 1.991  0.10
28 C 0.500 -0.705 2.465  0.14
29 C 2.520 -0.164 3.688  -0.24
30 C -2.731 3.399 2.853  -0.21
31 C 5.523 -3.589 -1.978  -0.21
32 C -3.568 3.807 1.822  -0.30
33 C 1.262 1.094 -2.463  0.31
34 C -3.549 -4.959 2.856  -0.19
35 C 4.451 -1.509 -2.529  -0.19
36 C 0.806 3.495 -2.713  -0.22
37 C 4.473 -3.887 -1.119  -0.21
38 C 0.284 -1.945 -0.698  -0.47
39 C 1.562 -1.089 3.294  -0.29
40 C 5.512 -2.382 -2.667  -0.23
41 C 2.428 1.157 3.271  -0.32
42 C -3.737 -3.439 1.017  0.08
43 C 3.685 2.681 -1.050  -0.62
44 C 1.392 1.547 2.422  -0.20
45 C -1.699 2.505 2.625  -0.31
46 C 3.377 -1.810 -1.683  -0.05
47 H 1.595 -2.116 3.632  0.22
48 H 3.475 1.738 -0.548  0.23
49 H -3.965 -5.766 3.451  0.19
50 H -0.346 4.869 -1.513  0.21
51 H -1.764 -4.763 4.026  0.20
52 H 4.767 2.833 -1.076  0.19
53 H 3.336 -0.472 4.333  0.18
54 H 0.081 -2.095 -1.759  0.18
55 H -1.078 2.166 3.444  0.22
56 H 3.228 3.488 -0.479  0.21
57 H 4.439 -0.570 -3.063  0.23
58 H 6.338 -2.131 -3.323  0.20
59 H -2.189 1.988 -0.688  0.23
60 H -3.993 3.609 -0.274  0.20
61 H 4.475 -4.824 -0.577  0.21
62 H -4.390 4.487 2.009  0.19
63 H -0.103 3.119 -3.175  0.25
64 H -5.281 -4.824 1.526  0.20
65 H -4.250 -2.994 0.170  0.23
66 H 1.321 4.649 -0.941  0.19
67 H 3.159 1.889 3.599  0.18
68 H 6.338 -4.288 -2.108  0.20
69 H 0.449 -2.911 -0.209  0.17
70 H 0.106 3.381 -0.678  0.25
71 H 3.667 1.856 -3.026  0.21
72 H 2.622 -3.235 -0.267  0.24
73 H 1.322 2.579 2.095  0.19
74 H -2.903 3.761 3.862  0.19
75 H 3.330 3.599 -2.973  0.18
76 H 1.264 4.226 -3.387  0.17

Calculated values
LUMO energy = 3.72 eV
Total charge = -2
HOMO level = -0.53 eV
Gap between HOMO and LUMO = 4.247 eV